Below is C25H20Cl5GaN6O4 as an isolated structure, with properties calculated with ωB97M-V with the def2-TZVPD basis set.

Kohn-Sham gap in eV: 7.903
Molecular weight in g mol⁻¹: 715.46

```
! RIJCOSX wB97M-V def2-TZVPD def2/J DEFGRID3
* xyz 0 1
Ga 0.183 0.046 -0.313
Cl -3.062 -1.458 -0.412
C -1.744 -2.387 -0.996
C -0.491 -1.801 -0.946
C 0.592 -2.572 -1.343
Cl 2.100 -1.782 -1.139
C 0.466 -3.866 -1.825
Cl 1.833 -4.793 -2.299
C -0.815 -4.414 -1.903
Cl -1.027 -6.009 -2.501
C -1.922 -3.682 -1.473
Cl -3.489 -4.383 -1.528
C 0.196 -2.891 3.456
N 1.075 -1.744 3.556
C 2.088 -1.706 4.586
C 1.023 -0.806 2.581
N 0.286 -0.912 1.535
N 1.808 0.313 2.766
C 1.911 1.348 1.864
N 2.316 2.527 2.419
N 1.791 1.131 0.607
H 0.323 -3.529 4.326
H 0.415 -3.483 2.561
H -0.847 -2.567 3.414
H 2.142 -2.680 5.066
H 1.851 -0.958 5.348
H 3.067 -1.491 4.153
H -0.331 -1.713 1.521
H 2.079 0.526 3.714
H 2.059 2.681 3.382
H 2.201 3.353 1.850
H 1.952 1.947 0.021
C 0.747 0.939 -1.977
C 1.316 1.408 -2.941
C 2.009 1.922 -4.065
C 1.436 1.893 -5.337
C 2.154 2.357 -6.422
C 3.435 2.857 -6.253
C 4.009 2.886 -4.993
C 3.303 2.423 -3.899
H 0.435 1.503 -5.455
H 1.723 2.328 -7.413
H 3.990 3.224 -7.103
H 5.014 3.264 -4.872
H 3.744 2.436 -2.911
O -0.732 2.375 2.065
C -1.297 2.220 0.990
O -1.172 1.196 0.231
C -2.223 3.268 0.416
C -3.222 3.856 1.186
C -4.078 4.792 0.623
C -3.904 5.186 -0.690
C -2.891 4.608 -1.447
C -2.063 3.629 -0.917
N -2.705 5.046 -2.810
O -3.430 5.931 -3.218
O -1.834 4.517 -3.463
H -3.338 3.563 2.220
H -4.879 5.220 1.208
H -4.543 5.927 -1.146
H -1.305 3.163 -1.536
*
```

Mulliken atomic charge list, values in e, 5 entries: Ga 0.9514; Cl -0.1731; C 1.0006; C -1.6876; C 1.0610

=====

Below is an isolated ion of composition C2H3N4O and charge -1, with properties calculated with ωB97M-V with the def2-TZVPD basis set.

SMILES: C[N-]C(=O)N=[N+]=[N-]
Kohn-Sham gap in eV: 8.144
Relative energy (zero: lowest compared OMol25 entry of this formula, charge and spin) in kcal/mol: 26.6
Molecular weight in g mol⁻¹: 99.07

```
! RIJCOSX wB97M-V def2-TZVPD def2/J DEFGRID3
* xyz -1 1
C -1.551 -0.088 -0.179
N -0.056 -0.266 -0.091
C 0.589 0.784 0.329
O 0.235 1.931 0.646
N 2.061 0.459 0.322
N 2.238 -0.662 -0.026
N 2.236 -1.759 -0.316
H -1.725 0.914 0.038
H -2.008 -0.452 -1.198
H -2.020 -0.860 0.475
*
```

Mulliken atomic charge list, values in e, 5 entries: C -0.7731; N -0.5269; C 0.6720; O -0.7102; N -0.8743